The following is a quantum chemistry calculation of C32H48BiCl2F6O4PS2 as an isolated structure at a distorted geometry, from OMol25.

Structure (XYZ):
```
96
Properties=species:S:1:pos:R:3:forces:R:3:mulliken_spin:R:1
Bi -0.253707 0.370221 -0.074964 0.221 -0.011 -0.418 -0.017
C 1.486787 -2.294249 -0.385987 -0.418 0.241 -0.034 -0.028
C 2.500080 -1.349146 -0.294421 0.325 -0.174 0.351 0.100
C 2.482700 -0.552357 -1.573418 0.118 -0.426 -0.428 0.183
C 1.490012 -1.095778 -2.358096 -0.611 -0.071 0.185 0.056
C 0.867349 -2.194220 -1.647823 -0.305 0.284 -0.457 0.025
C -0.199880 -3.097728 -2.206329 0.170 -0.252 0.011 0.160
C 0.515052 -4.168025 -3.058519 0.086 -0.354 0.527 0.060
C -0.943866 -3.845928 -1.093080 0.196 0.427 0.245 0.022
C -1.148818 -2.320210 -3.117577 0.120 0.331 -0.101 0.046
C 3.422520 0.504358 -2.104467 -0.017 0.628 -0.150 0.046
C 2.813823 1.168176 -3.367531 -0.193 -0.527 0.516 -0.002
C 3.667966 1.649954 -1.120896 -0.471 0.405 0.239 0.040
C 4.745127 -0.117198 -2.557072 0.374 -0.413 0.520 0.041
C 3.355576 -1.269188 0.968737 0.312 -0.132 -0.015 0.121
C 2.874573 -0.113606 1.837539 -0.886 0.290 0.373 0.078
C 3.225424 -2.571197 1.789458 0.934 0.121 0.021 0.018
C 4.871969 -1.085855 0.738411 -0.531 0.206 -0.205 0.029
H 1.175389 -2.997478 0.370522 0.261 -0.037 -0.082 0.012
H 1.133163 -0.739790 -3.330713 0.495 -0.236 0.485 0.011
H 1.130247 -4.784610 -2.390067 -0.188 -0.093 -0.225 -0.002
H 1.196938 -3.731393 -3.769030 0.119 0.249 -0.463 -0.005
H -0.221199 -4.798236 -3.580859 0.263 0.179 0.189 0.006
H -0.236287 -4.455796 -0.525615 -0.076 0.046 0.057 0.001
H -1.655300 -4.529586 -1.531292 -0.334 -0.165 -0.150 0.000
H -1.473462 -3.168302 -0.408435 0.088 -0.122 -0.200 -0.008
H -0.559882 -1.874333 -3.944964 -0.519 -0.148 0.361 0.003
H -1.677084 -1.524295 -2.554154 0.131 -0.404 -0.406 -0.011
H -1.870145 -3.024715 -3.557153 0.058 0.352 0.152 0.000
H 1.798604 1.506563 -3.142300 0.079 0.262 -0.102 0.002
H 2.747229 0.448218 -4.182894 0.091 0.105 -0.124 0.001
H 3.441569 2.005630 -3.663466 -0.077 0.027 -0.087 0.000
H 2.722294 2.172367 -0.908590 0.371 -0.157 -0.056 -0.009
H 4.331199 2.389447 -1.575204 0.077 -0.109 0.042 -0.001
H 4.087096 1.355422 -0.159307 0.031 0.046 -0.257 0.002
H 4.556257 -0.806859 -3.382277 0.200 0.096 -0.051 0.003
H 5.265514 -0.675525 -1.760905 -0.303 0.215 -0.373 -0.009
H 5.413630 0.695137 -2.855630 -0.033 -0.179 -0.231 0.003
H 1.778383 -0.151326 2.068448 0.755 -0.192 -0.015 -0.024
H 3.038932 0.857604 1.396315 0.020 0.234 -0.227 -0.003
H 3.431053 -0.112370 2.772076 -0.077 -0.072 0.228 0.000
H 2.217874 -2.749679 2.106712 -0.619 -0.140 0.245 -0.001
H 3.859299 -2.511726 2.694996 -0.314 0.124 -0.411 0.000
H 3.582245 -3.437931 1.223148 -0.164 0.101 -0.005 -0.001
H 5.108529 -0.164762 0.207036 0.027 -0.267 0.009 0.001
H 5.273283 -1.948108 0.209888 0.180 0.036 -0.047 -0.001
H 5.331672 -1.006233 1.717177 0.218 -0.135 0.151 0.000
Cl -6.743247 2.402454 1.662724 -0.403 0.301 0.215 0.000
C -5.347314 1.489903 1.271480 -0.128 -0.235 -0.720 0.001
C -5.407546 0.644418 0.159723 0.227 0.098 0.388 0.000
C -4.289301 -0.084988 -0.189612 -0.072 -0.262 0.451 0.000
Cl -4.390452 -1.183011 -1.527484 0.114 0.164 0.020 0.000
C -3.102088 -0.033763 0.578317 -0.266 0.422 -0.599 0.015
O -2.043228 -0.747696 0.161220 -0.221 -0.132 0.192 0.006
C -3.074539 0.876057 1.651034 -0.138 -0.458 0.078 -0.001
C -1.853753 1.075913 2.478959 -0.216 0.568 0.498 -0.001
O -0.695231 0.702401 1.938038 0.814 -0.004 -0.095 0.014
C -4.192525 1.628237 1.995547 -0.019 -0.119 -0.050 0.001
H -6.327112 0.554822 -0.398862 0.000 -0.013 -0.079 0.000
H -1.825742 2.098066 2.880801 0.096 -0.148 -0.088 0.000
H -4.171240 2.317296 2.829902 0.133 -0.004 0.011 0.000
F 1.078138 2.283924 0.534737 -0.113 -0.020 -0.035 0.006
P 0.845888 3.819008 1.338531 -0.329 -0.545 0.300 0.001
F 2.405032 3.855202 1.509562 0.577 0.014 0.171 0.000
F 0.659088 2.996728 2.709013 0.347 0.179 0.029 0.000
F 0.958004 4.479111 -0.114484 -0.079 0.142 -0.200 0.000
F -0.742993 3.546063 1.072473 -0.305 0.434 -0.220 0.000
F 0.623018 5.214143 2.041736 -0.274 -0.163 -0.107 0.000
O -2.016972 0.239835 3.758986 -0.073 -0.212 -0.120 0.000
S -0.659108 -0.476606 4.188257 0.130 0.232 0.442 0.000
C -1.222656 -1.071385 5.818699 0.053 -0.670 -0.285 0.000
C -1.483720 -2.591081 5.688257 0.214 0.375 -0.064 0.000
C -1.884678 -2.810904 4.242885 0.284 0.090 -0.130 0.000
C -0.816492 -2.081977 3.419853 -0.173 -0.140 -0.339 0.001
H -2.122682 -0.503082 5.998332 -0.315 0.096 0.080 0.000
H -0.501238 -0.834190 6.579764 0.412 0.258 0.144 0.000
H -2.286353 -2.861241 6.365590 0.010 -0.170 0.165 0.000
H -0.589026 -3.188898 5.918604 -0.229 0.327 0.114 0.000
H -2.868552 -2.384749 4.094994 -0.209 0.142 -0.351 0.000
H -1.922019 -3.858389 3.990953 -0.029 -0.354 -0.164 0.000
H -1.011672 -1.866235 2.358183 -0.188 -0.255 0.323 0.000
H 0.162235 -2.572380 3.490414 -0.079 0.091 0.102 0.000
O -1.495253 1.733295 -1.331877 0.225 -0.024 0.131 0.013
S -2.484754 2.929212 -1.166824 0.175 -0.404 0.250 0.000
C -1.622412 4.340588 -1.919985 -0.355 -0.106 0.558 0.000
C -2.017133 4.414714 -3.392207 0.440 -0.142 -0.064 0.000
C -2.697304 3.118564 -3.768391 -0.591 -0.713 -0.686 0.000
C -3.567946 2.697388 -2.588018 0.446 1.077 0.133 0.000
H -0.563994 4.184309 -1.733890 0.040 -0.144 0.052 0.000
H -1.929042 5.169436 -1.278957 0.056 0.214 -0.281 0.000
H -1.122554 4.554013 -3.999976 -0.124 0.194 -0.012 0.000
H -2.708628 5.219450 -3.588831 -0.058 0.452 0.097 0.000
H -1.974653 2.315347 -3.982641 -0.246 0.292 -0.027 0.000
H -3.346911 3.277898 -4.645780 0.400 -0.273 0.185 0.000
H -3.938181 1.685042 -2.607205 -0.165 -0.282 0.109 0.000
H -4.370888 3.432376 -2.409971 0.021 -0.360 -0.108 0.000
```
Forces are in eV/Å.

The HOMO energy (alpha / beta) is -10.89 / -11.04 eV. Its expectation value of S² is 0.764. Its total charge is +1. The energy relative to the best compared isomer or geometry (same formula, charge and spin) is 8.52 kcal/mol. The total energy is -4420.994245 hartree. The maximum force comes out at 1.17 eV Å⁻¹. Its spin multiplicity is 2.